The following is a DFT calculation (ωB97M-V/def2-TZVPD) of a cluster of 2 separate species, CH3F3N in total at a distorted geometry.

Bonds (Å) are listed after each position.
Geometry (Å):
1 C 1.60186 -0.14083 -0.15078  H6 1.147, H7 1.149, H8 1.147
2 N -1.17927 0.22280 0.26180  F3 1.316, F4 1.333, F5 1.327
3 F -1.59625 -0.98764 0.56721  N2 1.316
4 F -1.57126 0.24460 -1.01184  N2 1.333
5 F -2.02062 1.03677 0.88757  N2 1.327
6 H 1.82685 -1.26353 -0.22005  C1 1.147
7 H 1.59879 0.50206 0.80199  C1 1.149
8 H 1.33990 0.38577 -1.13589  C1 1.147

As for the net charge: +1. The calculated total energy comes out at -393.63069 Ha. The spin multiplicity is 1. For the LUMO energy, the calculation gives -9.50 eV. The calculation puts the gap between HOMO and LUMO at 7.96 eV. For the HOMO energy, the calculation gives -17.460 eV.